[1]
The following is a DFT calculation (the ωB97M-V functional and the def2-TZVPD basis) of a cluster of 2 separate species, C4H13N2O in total in a non-equilibrium geometry.

Summary:
LUMO level (eV): -4.28
Multiplicity: 1
Charge: +1

```
20
Properties=species:S:1:pos:R:3:forces:R:3:lowdin_charge:R:1
O 0.37670 1.17790 3.23904 2.95 -0.73 -2.14 0.069
N -1.20437 -2.06739 -1.05441 0.27 0.79 1.77 -0.180
N 0.75355 1.91407 0.52595 0.36 0.26 -0.66 0.196
C 1.36249 0.74901 2.61933 -2.44 -0.64 1.13 -0.174
C 1.91115 1.41379 1.33780 -0.34 -0.13 0.57 -0.083
C -1.60922 -1.92571 -2.39705 0.10 -0.17 -2.50 -0.182
C -0.73975 -0.79316 -0.47575 -1.77 1.06 0.10 -0.181
H -2.03780 -2.35143 -0.53488 0.56 -0.05 0.23 0.116
H -0.46360 -0.97532 0.59120 -0.04 0.35 -0.79 0.084
H -1.56864 0.05567 -0.53117 1.03 -1.43 0.41 0.112
H -0.73605 -1.55117 -2.98677 -0.82 -0.19 0.20 0.094
H 1.12427 2.53526 -0.21394 -0.47 -0.02 0.48 0.189
H 1.80173 -0.27413 2.84094 -0.15 1.17 0.21 0.152
H 0.09785 2.40679 1.14224 -0.04 0.08 -0.09 0.172
H 2.48649 0.72382 0.72611 -0.03 -0.09 0.08 0.136
H 2.53994 2.26512 1.60557 -0.06 -0.01 -0.04 0.145
H -2.48685 -1.28050 -2.54914 0.22 0.33 0.01 0.081
H -1.90889 -2.89487 -2.84507 0.38 0.37 0.40 0.094
H 0.24054 1.16323 0.02528 0.19 0.13 0.52 0.096
H 0.06046 -0.29097 -1.06527 0.11 -1.07 0.12 0.064
```
Forces are in eV/Å.


[2]
The following is a DFT calculation (the ωB97M-V functional and the def2-TZVPD basis) of the molecule C13H15NO2S in a non-equilibrium geometry.

Summary:
Structure (SMILES): S=C(c1ccc2c(c1)OCO2)N1CCCCC1
LUMO level (eV): 0.70
Multiplicity: 1

```
32
Properties=species:S:1:pos:R:3:forces:R:3:lowdin_charge:R:1
S -0.48332 -2.92987 0.24875 0.06 -0.43 -0.06 0.703
O 4.38991 -0.96520 -1.12795 -0.43 -0.18 -0.08 0.041
O 4.88977 0.60395 0.48301 -0.38 0.19 0.31 0.038
N -1.41959 -0.48638 0.20790 0.33 -0.08 0.05 -0.120
C -2.42624 1.25374 -1.15163 0.03 0.06 0.14 -0.166
C 1.99674 -1.18580 -0.55373 0.29 0.11 -0.10 0.040
C 2.60710 0.74793 1.42932 0.40 0.03 -0.10 0.018
C -2.74050 -1.08749 0.23552 -0.49 -0.20 0.26 -0.215
C -3.83469 1.02046 -0.59128 -0.01 0.01 0.04 -0.194
C 1.00494 -0.69635 0.30775 0.38 0.44 0.15 -0.269
C 3.26063 -0.67663 -0.41154 -0.09 0.44 0.47 -0.188
C -0.34321 -1.28142 0.23372 -0.40 -0.50 0.09 -0.728
C 3.56447 0.27719 0.56415 -0.26 -0.39 -0.32 -0.200
C -1.36792 0.92817 -0.09951 0.07 0.59 -0.30 -0.156
C -3.80055 -0.03501 0.51905 0.06 0.02 -0.18 -0.178
C 1.31681 0.24890 1.28046 -0.16 -0.19 -0.19 -0.041
C 5.41931 -0.18374 -0.56282 1.22 -0.02 -0.38 -0.157
H -4.77120 -0.52283 0.60678 0.02 -0.02 0.08 0.114
H 2.84899 1.46949 2.19118 0.04 0.09 0.11 0.119
H -1.55128 1.52220 0.80375 0.09 0.03 -0.05 0.129
H -2.30809 2.28782 -1.47559 0.04 -0.01 -0.06 0.112
H -0.37172 1.17341 -0.47248 -0.17 -0.01 0.12 0.125
H 1.76586 -1.93783 -1.28924 -0.04 -0.10 -0.06 0.114
H -2.94044 -1.58806 -0.72035 0.04 -0.06 0.08 0.125
H -4.49439 0.69386 -1.39583 -0.06 0.04 0.00 0.108
H -3.58258 0.43490 1.47965 -0.05 -0.01 0.06 0.113
H -2.74110 -1.86115 1.00943 -0.01 0.07 -0.19 0.090
H -4.24086 1.95040 -0.19105 -0.05 0.03 -0.06 0.106
H 0.54806 0.58224 1.96030 -0.11 0.04 0.05 0.118
H 6.20775 -0.84268 -0.16450 -0.25 0.12 -0.04 0.141
H -2.25411 0.61327 -2.01832 0.05 0.03 -0.04 0.118
H 5.85144 0.47250 -1.33491 -0.18 -0.12 0.18 0.140
```
Forces are in eV/Å.


Here are the calculated molar mass numbers, same order: 105.16, 249.33 (g/mol).
Here are the calculated HOMO energy numbers, same order: -0.453, -0.285 (hartree).
Here are the calculated frontier orbital gap numbers, same order: 8.04, 8.44 (eV).